Arrangement 1

Computed, not measured: a 3-piece molecular cluster, C4H14O2 overall, with ωB97M-V with the def2-TZVPD basis set.

The geometry in XYZ format:
```
20
Properties=species:S:1:pos:R:3:lowdin_charge:R:1
H 0.704 0.565 -2.423 0.08
H 1.268 -2.627 0.721 0.08
O -0.553 2.854 -0.015 -0.06
O -1.698 0.973 2.135 -0.06
H 1.720 -1.248 1.999 0.07
H 0.147 -1.974 1.703 0.06
C 1.082 -1.664 1.233 -0.11
H 1.779 -0.116 -0.029 0.13
H 0.215 2.344 0.267 0.03
C 0.248 -1.153 -1.157 -0.34
H -0.529 3.616 0.584 0.05
C -0.155 -0.110 -2.173 -0.13
H 0.073 0.150 0.478 0.06
H -2.645 1.083 2.058 0.03
H 0.946 -1.891 -1.624 0.11
H -0.648 -1.837 -0.998 0.13
H -0.452 -0.574 -3.116 0.07
C 0.761 -0.615 0.151 -0.30
H -0.970 0.429 -1.609 0.09
H -1.293 1.795 1.816 0.00
```

Calculated values
- E_HOMO: -0.3925 hartree
- Gap between HOMO and LUMO: 11.20 eV
- LUMO level: 0.52 eV

Arrangement 2

Computed, not measured: a 3-piece molecular cluster, C4H14O2 overall, with ωB97M-V with the def2-TZVPD basis set.

The geometry in XYZ format:
```
20
Properties=species:S:1:pos:R:3:lowdin_charge:R:1
H 0.184 2.004 0.871 0.08
H 1.579 0.644 -0.213 0.12
H -0.826 0.475 -2.871 0.07
O 0.250 2.931 0.325 -0.10
C 0.656 0.105 0.320 -0.18
O 0.962 -1.101 2.864 -0.11
H 1.163 -0.978 0.459 0.12
C -1.242 -1.411 -0.351 -0.10
H -1.254 -1.869 -1.300 0.04
C -0.561 -0.055 -0.553 -0.40
H 0.502 0.433 1.281 -0.01
H 1.083 3.172 0.037 -0.02
H 0.037 -1.439 3.106 0.09
H 0.190 -0.925 -2.505 0.03
C -0.012 0.068 -2.192 -0.05
H -0.794 -2.175 0.236 0.05
H 0.866 0.742 -2.357 0.06
H 0.886 -0.182 3.224 0.05
H -1.347 0.811 -0.382 0.15
H -2.322 -1.247 0.004 0.10
```

Calculated values
- E_HOMO: -0.3870 hartree
- Gap between HOMO and LUMO: 11.05 eV
- LUMO level: 0.52 eV

Q: What are the energies relative to the best structure? A: arrangement 1 0.0; arrangement 2 182.7, in kJ/mol.